Entry 1:
{"formula": "C20H18MoN2O2PS", "method": "ωB97M-V with the def2-TZVPD basis set", "total_charge": 1, "e_above_lowest_kj_mol": 19.6, "orbital_gap_ev": [6.8, 8.0], "multiplicity": 3, "homo_energy_ha": [-0.3866, -0.4357], "species": ["Mo", "O", "C", "C", "C", "C", "C", "C", "C", "P", "C", "C", "C", "C", "C", "C", "C", "C", "C", "C", "C", "C", "H", "H", "H", "H", "H", "H", "H", "H", "H", "H", "H", "H", "H", "H", "N", "C", "N", "O", "H", "H", "H", "H", "S"], "coordinates": [[0.769, -1.324, -1.480], [1.193, 0.990, -3.244], [0.492, 0.646, -2.277], [-0.602, 1.547, -1.731], [-1.392, 2.334, -2.537], [-2.484, 2.923, -2.039], [-2.943, 2.803, -0.728], [-2.246, 1.924, 0.072], [-1.038, 1.379, -0.419], [-0.450, -0.097, 0.383], [-1.764, -0.729, 1.421], [-2.816, -1.264, 0.763], [-3.992, -1.533, 1.472], [-4.064, -1.309, 2.798], [-2.995, -0.773, 3.460], [-1.816, -0.527, 2.815], [0.977, 0.264, 1.415], [1.144, 1.502, 2.044], [2.258, 1.695, 2.832], [3.222, 0.684, 2.919], [3.087, -0.541, 2.317], [1.915, -0.752, 1.556], [-1.180, 2.397, -3.589], [-3.128, 3.532, -2.677], [-3.929, 3.225, -0.506], [-2.478, 1.760, 1.119], [-2.815, -1.488, -0.315], [-4.805, -2.022, 0.913], [-4.999, -1.504, 3.369], [-3.087, -0.612, 4.554], [-0.902, -0.071, 3.297], [0.460, 2.293, 2.005], [2.430, 2.596, 3.341], [4.119, 0.901, 3.527], [3.833, -1.305, 2.506], [1.683, -1.748, 1.162], [4.440, -2.786, -3.281], [3.392, -1.967, -3.137], [3.118, -0.981, -4.004], [2.637, -2.144, -2.134], [4.999, -2.838, -4.113], [4.562, -3.590, -2.630], [3.651, -0.977, -4.818], [2.403, -0.321, -3.865], [-0.861, -2.197, -2.537]], "forces_ev_per_a": [[-0.669, -0.166, -0.555], [-1.261, -0.608, 1.435], [0.982, 0.580, -0.796], [0.020, -0.735, 0.349], [1.625, -0.441, -1.310], [-2.729, 1.948, 0.286], [-0.237, -0.701, -0.583], [1.221, 0.916, 0.434], [-1.053, -0.691, 0.221], [1.350, -0.835, -0.214], [1.180, 0.526, 0.689], [-1.931, -0.810, -0.911], [-0.219, -1.233, -2.364], [-1.967, 0.028, 1.384], [0.652, 0.134, 2.364], [1.704, 1.180, -0.557], [-0.225, 0.249, 0.012], [1.208, -0.946, 0.513], [0.364, -1.490, -0.858], [0.914, 0.867, 0.959], [-0.991, -0.123, -0.378], [0.655, -0.282, 0.543], [0.213, 0.156, -0.238], [0.365, -0.219, -0.131], [0.621, -0.047, 0.377], [-0.394, -0.182, -0.192], [0.233, 0.257, 0.525], [0.260, 0.431, 0.453], [0.796, 0.061, -0.578], [0.218, -0.010, -0.850], [-1.299, -0.651, -0.277], [-1.226, 0.860, -0.457], [0.062, 1.114, 0.573], [-0.553, -0.266, -0.380], [-0.172, -0.052, -0.297], [0.209, 0.203, -0.014], [0.379, -1.209, 0.607], [-0.974, 0.645, -0.051], [1.556, -2.374, 0.888], [-0.620, 0.340, 0.830], [-0.010, 0.301, -0.140], [-0.472, 1.249, -0.758], [0.780, 0.467, -1.508], [-1.316, 1.140, 0.422], [0.753, 0.422, 0.534]], "mulliken_charge": [0.090, -0.747, 0.300, 0.570, -0.807, -0.361, -0.777, -0.517, 0.860, 0.833, 0.361, -0.198, -0.574, -0.458, -0.553, -0.068, 0.641, -0.347, -0.856, -0.332, -1.020, -0.091, 0.463, 0.346, 0.390, 0.447, 0.103, 0.371, 0.356, 0.365, 0.295, 0.464, 0.484, 0.345, 0.410, 0.407, -0.393, 0.689, -0.147, -0.760, 0.201, 0.260, 0.183, 0.158, -0.381]}

=====

Entry 2:
{"formula": "C20H18N", "method": "ωB97M-V with the def2-TZVPD basis set", "total_charge": -1, "orbital_gap_ev": 5.0, "homo_energy_ha": -0.0847, "species": ["C", "C", "C", "C", "C", "C", "C", "N", "C", "H", "H", "H", "H", "H", "H", "C", "C", "C", "C", "C", "C", "H", "H", "H", "H", "H", "H", "C", "C", "C", "C", "C", "C", "H", "H", "H", "H", "H", "H"], "coordinates": [[-0.663, -3.229, -1.428], [0.434, -3.363, -1.950], [1.690, -3.511, -2.568], [2.813, -3.112, -1.722], [3.625, -2.001, -1.966], [4.660, -1.684, -1.106], [4.873, -2.469, 0.013], [4.126, -3.544, 0.283], [3.148, -3.845, -0.564], [-1.422, -2.952, -0.740], [1.728, -2.996, -3.530], [3.418, -1.387, -2.833], [5.284, -0.825, -1.308], [5.669, -2.231, 0.705], [2.558, -4.723, -0.341], [1.074, 0.973, 0.098], [0.673, 2.301, 0.014], [-0.328, 2.666, -0.875], [-0.926, 1.704, -1.679], [-0.524, 0.377, -1.595], [0.476, 0.010, -0.706], [1.856, 0.682, 0.788], [1.135, 3.049, 0.646], [-0.647, 3.700, -0.938], [-1.714, 1.988, -2.368], [-0.984, -0.385, -2.211], [0.783, -1.026, -0.648], [-4.466, 3.167, 2.073], [-3.668, 2.622, 1.077], [-2.768, 1.610, 1.379], [-2.672, 1.139, 2.681], [-3.470, 1.681, 3.679], [-4.366, 2.698, 3.376], [-5.166, 3.958, 1.835], [-3.744, 2.985, 0.060], [-2.143, 1.189, 0.604], [-1.971, 0.348, 2.915], [-3.394, 1.312, 4.694], [-4.987, 3.123, 4.155]], "forces_ev_per_a": [[0.294, -0.165, 0.384], [-0.115, -0.320, -0.127], [0.104, 0.917, 0.029], [-0.215, -0.436, 0.023], [0.045, -0.128, -0.257], [0.011, -0.021, -0.059], [-0.008, 0.001, -0.060], [-0.082, -0.007, 0.021], [0.081, 0.249, 0.168], [-0.283, 0.015, -0.195], [-0.067, -0.089, -0.119], [0.008, 0.093, -0.066], [0.103, 0.098, 0.072], [0.091, -0.041, 0.129], [-0.045, -0.136, 0.084], [-0.027, 0.021, 0.001], [-0.004, -0.009, 0.022], [-0.002, 0.041, -0.057], [0.031, 0.017, -0.032], [-0.077, 0.033, -0.039], [0.111, -0.047, 0.080], [0.014, 0.002, -0.007], [0.006, 0.006, -0.001], [0.000, 0.006, 0.004], [0.010, 0.007, -0.021], [0.029, -0.036, 0.010], [-0.024, -0.018, -0.044], [-0.001, 0.000, -0.005], [-0.006, 0.018, 0.001], [-0.002, -0.073, 0.034], [-0.018, 0.016, 0.024], [0.008, 0.002, 0.001], [-0.003, 0.001, 0.005], [-0.005, 0.005, -0.002], [0.014, 0.006, -0.008], [0.019, -0.019, 0.002], [0.008, -0.008, -0.006], [0.003, 0.000, 0.009], [-0.007, -0.001, 0.004]], "mulliken_charge": [-0.365, 0.246, -1.346, 0.509, -0.270, -0.365, -0.348, -0.678, -0.343, 0.461, 0.158, 0.315, 0.339, 0.347, 0.428, -0.685, -0.325, -0.398, -0.508, -0.356, -0.127, 0.423, 0.365, 0.376, 0.355, 0.447, 0.336, -0.376, -0.409, -0.070, -0.584, -0.344, -0.398, 0.350, 0.366, 0.376, 0.393, 0.359, 0.346]}

=====

Entry 3:
{"formula": "C20H18N2O5", "method": "ωB97M-V with the def2-TZVPD basis set", "total_charge": 0, "e_above_lowest_kj_mol": 416.4, "smiles": "COc1ccc(C2=NN(C(=O)c3ccco3)[C@H](c3ccco3)C2)cc1OC", "orbital_gap_ev": 8.1, "homo_energy_ha": -0.2867, "species": ["C", "H", "O", "C", "C", "C", "C", "C", "C", "O", "C", "H", "H", "H", "H", "C", "N", "N", "C", "O", "C", "C", "C", "C", "O", "H", "H", "H", "C", "C", "C", "C", "C", "O", "H", "H", "H", "H", "C", "H", "H", "H", "H", "H", "H"], "coordinates": [[5.162, -4.280, -0.559], [6.155, -4.672, -0.340], [4.963, -3.246, 0.380], [3.821, -2.515, 0.413], [3.807, -1.536, 1.406], [2.732, -0.697, 1.596], [1.612, -0.816, 0.776], [1.615, -1.795, -0.222], [2.689, -2.644, -0.422], [2.703, -3.609, -1.397], [1.582, -3.733, -2.237], [1.407, -2.819, -2.814], [0.679, -3.987, -1.673], [1.822, -4.548, -2.918], [0.732, -1.871, -0.833], [0.456, 0.032, 0.932], [-0.562, -0.028, 0.152], [-1.497, 0.861, 0.530], [-2.731, 1.022, -0.034], [-3.533, 1.797, 0.453], [-3.010, 0.223, -1.235], [-2.219, -0.491, -2.103], [-3.080, -0.987, -3.102], [-4.327, -0.540, -2.773], [-4.292, 0.189, -1.659], [-5.281, -0.676, -3.243], [-2.813, -1.589, -3.947], [-1.161, -0.627, -2.027], [-1.083, 1.664, 1.699], [-1.054, 3.112, 1.341], [-0.515, 3.755, 0.264], [-0.799, 5.130, 0.449], [-1.484, 5.213, 1.621], [-1.640, 3.997, 2.167], [-1.897, 6.047, 2.152], [-0.531, 5.935, -0.203], [0.008, 3.306, -0.556], [-1.810, 1.524, 2.505], [0.301, 1.074, 2.020], [0.340, 0.616, 3.009], [1.085, 1.831, 1.953], [2.767, 0.046, 2.377], [4.683, -1.460, 2.030], [5.136, -3.906, -1.584], [4.423, -5.076, -0.446]], "forces_ev_per_a": [[0.192, -0.405, -0.294], [-0.073, 0.015, -0.031], [-0.188, 0.266, 0.158], [-0.027, 0.223, 0.209], [0.113, -0.321, -0.257], [-0.418, 0.044, -0.219], [0.647, -0.541, -0.169], [0.059, 0.072, 0.116], [0.030, -0.094, -0.094], [0.263, 0.194, 0.369], [-0.165, -0.039, -0.130], [-0.010, -0.017, 0.026], [0.021, 0.026, -0.020], [-0.079, 0.066, 0.017], [-0.073, -0.095, -0.130], [-0.881, 0.618, 0.103], [0.976, -0.769, -0.143], [-0.169, 0.768, 0.763], [-0.181, -0.067, -0.027], [0.023, -0.065, 0.006], [0.788, -0.405, -0.444], [-0.302, 0.362, 0.437], [-0.620, 0.126, -0.051], [0.475, -0.497, -0.609], [-0.299, 0.360, 0.431], [-0.170, 0.050, 0.040], [-0.016, -0.115, -0.191], [0.113, -0.011, 0.039], [-0.383, 0.291, 0.092], [0.430, -0.035, -0.730], [-0.188, -0.489, 0.523], [-0.277, 0.201, 0.464], [0.294, 0.634, -0.632], [-0.170, -0.369, 0.393], [-0.096, 0.036, 0.144], [0.005, 0.224, -0.080], [0.087, -0.168, -0.168], [0.133, 0.019, -0.061], [-0.070, -0.211, -0.169], [0.038, 0.019, 0.018], [-0.027, -0.013, 0.065], [-0.004, 0.103, 0.105], [0.108, -0.005, 0.060], [0.013, -0.046, 0.084], [0.078, 0.058, -0.016]], "mulliken_charge": [-0.716, 0.297, -0.474, 0.401, -0.814, -0.999, 0.058, -0.373, 1.294, -0.484, -0.958, 0.357, 0.360, 0.248, 0.626, 0.200, -0.615, 0.382, 0.553, -0.656, -0.056, 0.120, -0.697, -0.384, -0.316, 0.465, 0.446, 0.517, -0.072, -0.051, -0.360, -0.612, -0.502, -0.392, 0.492, 0.437, 0.556, 0.387, -0.817, 0.389, 0.421, 0.395, 0.423, 0.262, 0.262]}

=====

Question: Which formula does entry 3 have?
Answer: C20H18N2O5